9
Properties=species:S:1:pos:R:3:forces:R:3 method="wB97M-V/def2-TZVPD" spin_multiplicity=1 total_charge=0
O 1.917043 -1.102982 0.333608 -0.474 0.251 -0.093
C 0.832322 -0.585992 0.241085 0.229 -0.054 0.005
N 0.506856 0.681686 -0.119209 0.077 -0.063 0.070
C -0.858440 0.972209 -0.288603 -0.117 -0.200 0.091
C -1.846195 0.097277 -0.065699 0.452 0.364 -0.124
O -0.362536 -1.210598 0.504066 -0.042 -0.085 -0.173
H 1.246465 1.338335 -0.303517 -0.110 -0.029 -0.006
H -1.127810 1.969249 -0.629050 -0.051 -0.173 0.061
H -0.307709 -2.159184 0.327320 0.035 -0.010 0.167

8
Properties=species:S:1:pos:R:3:forces:R:3 method="wB97M-V/def2-TZVPD" spin_multiplicity=1 total_charge=0
N -0.893267 -1.102643 0.858083 0.069 0.434 1.541
N -0.098540 -0.240297 -1.508682 0.525 1.176 -0.158
N 1.135101 0.975258 0.422371 -0.999 -0.639 2.040
P -0.341169 -0.048117 1.799560 1.072 0.745 -1.674
P 0.581805 1.131255 -1.125119 -0.415 -0.637 -0.534
P -0.423718 -1.617437 -0.674995 -0.100 -0.533 -0.880
I 1.789629 2.702778 1.350868 -0.110 -0.307 -0.273
H -1.749842 -1.800798 -1.122087 -0.042 -0.240 -0.062

| no. | highest occupied orbital energy (eV) | calculated total energy (eV) | LUMO energy (Eh) |
| --- | --- | --- | --- |
| 1 | -9.282 | -8741.229 | 0.00409 |
| 2 | -8.604 | -40452.302 | -0.04451 |